Computed, not measured: a cluster of 11 separate species, C44H120N10O11 in total, with ωB97M-V with the def2-TZVPD basis set.

Output
Frontier orbital gap: 9.1 eV
E_tot: -3123.335288 Eh
SMILES string: COC[C@H](C)N.COC[C@H](C)N.COC[C@H](C)N.COC[C@H](C)N.COC[C@H](C)N.COC[C@H](C)N.COC[C@H](C)N.COC[C@H](C)N.COC[C@H](C)N.COC[C@H](C)N.CCOCC

Geometry as XYZ:
```
185
Properties=species:S:1:pos:R:3:forces:R:3
C 4.0453 -4.3194 0.1186 0.2 1.3 0.2
C 3.4644 -4.5325 -1.2848 1.5 0.2 0.9
C 2.0416 -4.0913 -1.3834 0.1 1.2 0.1
O 1.2735 -4.6286 -0.2912 1.9 0.2 -0.8
C -0.0595 -4.5027 -0.5104 -2.7 0.4 -0.4
N 4.3058 -3.8702 -2.3251 -1.4 -2.1 0.0
H 4.1782 -3.2259 0.2284 0.2 -0.4 0.1
H 5.0134 -4.8018 0.2404 0.1 0.0 -0.2
H 3.4407 -4.6091 0.9751 -0.4 -0.3 -0.3
H 3.5166 -5.5913 -1.4315 -0.1 -0.8 -0.6
H 1.6817 -4.3990 -2.3541 -0.6 -0.3 -0.3
H 2.0522 -2.9571 -1.4146 -0.4 -0.9 0.4
H -0.6434 -4.5718 0.3806 0.1 -0.3 1.3
H -0.5643 -5.2417 -1.1499 0.7 -0.1 -0.4
H -0.3830 -3.5219 -0.8531 0.4 0.4 -0.5
H 4.4821 -2.9256 -2.1250 0.2 1.4 0.5
H 5.1808 -4.3613 -2.3908 0.3 0.0 -0.1
C -1.5554 4.5382 2.1109 -0.4 -0.8 0.1
C -2.6838 3.6933 1.4406 -0.3 1.9 -0.2
C -2.7059 4.0017 -0.0116 0.1 1.8 -1.0
O -3.1455 5.3514 -0.1383 -0.3 0.3 -0.4
C -3.3279 5.8383 -1.4778 -0.5 -0.7 1.1
N -2.4728 2.2760 1.5199 -0.4 -1.1 2.2
H -1.6781 5.6116 2.0669 -0.5 0.1 -0.2
H -0.6177 4.3283 1.6324 0.6 -0.3 -0.5
H -1.3810 4.2836 3.1540 -0.3 -0.2 0.3
H -3.6623 4.0499 1.8106 0.2 -0.3 0.3
H -3.3238 3.3536 -0.6139 -0.6 -0.5 0.0
H -1.7036 3.9135 -0.4090 0.6 -0.2 -0.3
H -2.3391 6.1084 -1.8906 -0.6 0.0 -0.2
H -4.0239 6.7054 -1.3705 0.8 -0.5 -0.4
H -3.8466 5.0287 -2.0540 0.5 0.7 0.0
H -3.3679 1.7901 1.7336 0.4 0.3 -0.7
H -2.0678 2.2075 2.4508 0.6 -0.7 0.0
C 0.6884 1.2127 -3.9540 1.0 -1.6 0.9
C -0.1102 2.4638 -3.7600 -0.8 -0.4 2.4
C -0.0875 3.4292 -4.9160 0.9 -1.6 -1.7
O 1.0052 4.3087 -4.8560 -0.1 -0.4 -0.2
C 0.7857 5.4284 -4.0622 -2.3 0.5 0.3
N -1.4724 2.0032 -3.3908 0.5 1.6 0.8
H 0.7154 0.5854 -2.9903 0.2 1.2 -1.1
H 1.7274 1.4437 -4.2753 -0.6 -0.3 0.1
H 0.1924 0.5008 -4.6388 0.3 0.5 -0.2
H 0.2815 2.9572 -2.8036 -0.4 -0.2 -1.3
H -1.0677 3.8858 -4.9730 -0.1 0.7 -0.2
H 0.1006 2.8287 -5.8759 -0.6 0.8 1.1
H 0.2501 6.2236 -4.6788 0.4 -0.8 1.0
H 1.7389 5.7625 -3.7887 1.3 0.9 0.5
H 0.2085 5.1969 -3.0883 0.7 0.3 -1.4
H -1.8386 1.3290 -4.0157 -0.4 -0.7 -0.8
H -2.1001 2.8069 -3.2955 0.1 -0.6 -0.1
C -5.8141 -2.1252 -0.4276 0.7 -0.6 -0.6
C -4.4272 -1.6286 -0.8689 0.2 -0.9 0.3
C -4.4895 -0.5797 -1.9566 -0.1 0.4 1.3
O -5.0431 -1.1701 -3.0946 0.2 1.2 -1.4
C -5.4445 -0.1217 -4.0000 -0.5 -1.3 -0.4
N -3.6930 -1.2279 0.3113 -0.8 0.7 1.1
H -6.4675 -1.2796 -0.1531 0.1 -0.4 -0.2
H -5.6245 -2.7480 0.4694 -0.4 0.1 -0.5
H -6.2101 -2.7397 -1.2731 -0.2 0.5 0.9
H -3.8381 -2.4784 -1.2665 -0.5 0.1 -0.2
H -3.4401 -0.1976 -2.0954 -0.9 0.1 -0.2
H -5.2149 0.2108 -1.6080 1.0 -0.2 -0.2
H -6.4266 0.2563 -3.7070 0.0 0.2 0.1
H -5.5619 -0.5776 -4.9854 0.0 0.0 0.0
H -4.7524 0.7100 -4.1221 0.4 -0.1 0.4
H -2.8570 -0.7083 0.0850 0.3 0.3 -0.1
H -4.3128 -0.6489 0.9063 0.8 -0.1 -0.5
C 3.1276 3.4349 -2.0291 0.5 0.4 -1.7
C 4.2695 4.4731 -2.1993 0.4 -0.2 1.0
C 4.8753 4.7060 -0.8014 -0.1 -1.9 -0.9
O 5.6891 5.8084 -0.6772 1.2 0.7 0.0
C 6.2521 5.8601 0.6187 1.3 1.6 0.1
N 5.3198 3.9627 -3.0982 0.1 0.0 0.2
H 2.5923 3.3052 -2.9982 0.6 -0.2 0.5
H 2.3494 3.7138 -1.3529 -0.3 0.8 0.7
H 3.5155 2.4996 -1.6592 0.2 -0.4 -0.1
H 3.8469 5.4009 -2.5501 -0.3 0.6 -0.2
H 5.4854 3.7587 -0.6476 -0.8 0.8 0.4
H 4.0669 4.8369 -0.0934 -0.4 -0.5 0.4
H 7.0159 5.0794 0.8622 -0.8 0.2 -0.5
H 5.4751 5.8847 1.3804 -0.2 -0.3 0.2
H 6.7992 6.8473 0.6930 -0.6 -1.0 -0.1
H 6.1367 4.5706 -3.2437 -0.8 -0.1 0.4
H 4.9238 3.7914 -4.0026 -0.1 -0.1 -0.5
C 1.1819 1.4617 0.0523 0.4 -0.7 -0.9
C 0.3830 0.1542 -0.1447 -0.1 2.1 0.3
C 0.2762 -0.5848 1.1631 -0.6 0.4 0.8
O 1.4759 -0.7714 1.8520 0.0 -0.3 0.5
C 2.3710 -1.6650 1.2112 -0.4 1.5 -0.2
N -0.9617 0.4403 -0.5988 -0.9 0.6 0.0
H 2.2587 1.2679 0.1670 -0.4 0.2 0.4
H 0.7230 1.9386 0.8934 0.1 0.6 0.8
H 1.0917 2.1490 -0.8055 -0.2 -0.5 0.1
H 0.8442 -0.4254 -0.8876 0.9 -1.2 -1.0
H -0.2472 -1.5117 0.9908 -0.2 -0.8 -0.2
H -0.3749 -0.0317 1.8749 0.3 0.1 -0.5
H 2.7664 -1.1197 0.3549 0.3 -0.3 -0.4
H 1.8778 -2.5772 0.8995 0.0 -0.4 0.1
H 3.1753 -1.7885 1.9099 0.4 -0.6 0.3
H -0.9835 0.9177 -1.5253 0.0 -0.4 0.9
H -1.3517 1.1047 0.0974 -0.1 -0.3 -0.7
C -3.7265 -2.1288 -7.2935 0.0 -2.1 0.6
C -2.5764 -1.4507 -6.6336 1.0 0.8 0.2
C -2.3945 -2.0844 -5.2578 -0.6 -1.0 0.1
O -1.5694 -1.3428 -4.3884 0.3 -0.1 0.6
C -1.2053 -2.0708 -3.1953 -0.8 -0.4 -0.2
N -1.3647 -1.4220 -7.5108 -1.3 -0.7 0.0
H -4.1410 -1.7027 -8.1683 0.0 0.6 -0.9
H -4.5397 -2.3728 -6.6193 -0.3 0.7 0.4
H -3.4025 -3.1576 -7.4842 0.1 0.0 -0.7
H -2.8451 -0.4126 -6.4435 0.1 0.3 -0.1
H -2.0163 -3.1046 -5.4288 0.4 0.0 0.2
H -3.4003 -2.2472 -4.8101 0.5 0.4 0.1
H -2.0965 -2.5728 -2.7319 0.5 0.5 -0.4
H -0.7776 -1.4009 -2.4391 -0.2 0.1 -0.4
H -0.4903 -2.8731 -3.4282 0.0 0.2 -0.1
H -1.0111 -2.3545 -7.7910 -0.4 0.8 0.6
H -0.6600 -0.8850 -7.0543 0.7 0.1 0.2
C -6.3422 2.2254 4.4085 -0.6 -0.8 1.5
C -6.4198 1.2745 3.2233 0.6 0.3 0.0
C -6.7388 2.0224 1.9671 1.6 0.2 -0.7
O -6.6609 1.1244 0.8564 -1.0 0.6 0.5
C -7.2149 1.7149 -0.2985 -0.3 0.7 0.1
N -5.1753 0.4985 3.0512 -1.6 0.1 -2.1
H -7.3151 2.8108 4.5201 1.5 -0.6 -0.1
H -5.4432 2.8493 4.4545 -0.3 0.2 -0.5
H -6.2166 1.5390 5.3006 -0.4 0.9 -0.6
H -7.2710 0.6461 3.4119 -0.5 -0.7 0.2
H -5.9227 2.7633 1.7889 -0.6 0.1 0.2
H -7.7008 2.5290 2.0906 -0.1 -0.1 -0.4
H -8.3224 1.9487 -0.1703 1.2 -0.3 -0.2
H -7.0508 0.9787 -1.0734 -0.3 0.0 -0.4
H -6.6723 2.6646 -0.5748 -0.5 -0.7 0.2
H -4.7055 0.3634 3.8880 1.0 -0.4 1.9
H -5.4062 -0.4282 2.6679 0.3 0.6 0.2
C 3.2051 -5.5216 6.7705 -0.1 -1.6 0.1
C 4.1495 -4.3519 6.7697 -1.3 -1.2 -0.2
C 4.0293 -3.5009 5.5354 -0.3 -0.1 -0.7
O 5.1236 -2.6151 5.5958 0.1 1.1 -0.5
C 5.1864 -1.7352 4.4483 -1.8 -0.5 1.2
N 3.9198 -3.6323 7.9856 1.7 1.6 0.2
H 3.4199 -6.3092 6.0353 0.3 0.3 0.0
H 2.2248 -5.1829 6.4992 -0.9 0.2 0.2
H 3.1740 -6.0465 7.7620 0.0 0.7 -0.8
H 5.1517 -4.7245 6.7435 0.9 -0.2 0.3
H 3.0409 -2.9832 5.4396 0.6 -0.1 0.3
H 4.0891 -4.1524 4.6481 0.2 0.1 -0.1
H 5.2308 -2.4022 3.6028 0.6 0.2 -0.8
H 6.0030 -1.0207 4.5742 -0.1 -0.4 -0.2
H 4.1974 -1.2019 4.3698 0.9 -0.1 0.0
H 2.9566 -3.3639 8.1283 -0.2 0.0 -0.3
H 4.4777 -2.7840 7.7816 -0.7 -0.1 1.1
C -2.0042 -3.0425 5.6519 1.0 -1.3 1.2
C -1.4959 -2.4624 4.3909 -0.3 -0.4 -1.2
C -0.8198 -3.6478 3.6193 -0.2 1.3 -0.6
O 0.4352 -3.8860 4.1887 -1.0 0.1 0.8
C 1.2048 -4.8883 3.6210 1.2 -0.6 0.9
N -2.5931 -1.8165 3.6408 1.4 0.7 0.6
H -2.4185 -2.2762 6.3045 0.2 -0.2 0.4
H -1.1273 -3.6630 6.0828 -1.5 1.3 -0.1
H -2.7679 -3.7889 5.4274 -0.3 0.1 0.0
H -0.7743 -1.6740 4.6124 0.3 -0.2 -0.2
H -0.6525 -3.2028 2.6058 -0.4 -1.1 0.1
H -1.4489 -4.5946 3.6878 0.5 1.2 -0.6
H 1.5606 -4.5795 2.6598 0.5 0.2 -0.8
H 0.8209 -5.9232 3.4855 -0.6 0.6 0.4
H 2.0104 -4.9324 4.3743 0.1 -0.5 -0.9
H -3.3322 -2.4418 3.4942 -1.3 -1.2 -0.2
H -2.3101 -1.5153 2.7195 0.2 0.1 -0.2
C 6.5701 -0.3058 -1.4213 0.3 -0.3 0.7
C 5.4888 0.7818 -1.3034 -0.2 -0.7 -0.4
O 4.6688 0.6819 -0.1257 1.4 0.8 -0.5
C 5.3817 1.1913 1.0156 -1.2 0.5 -1.0
C 4.3456 1.6888 1.9677 -0.2 0.4 0.5
H 7.2777 -0.2300 -0.5853 0.1 0.3 -0.2
H 6.2455 -1.3740 -1.3303 -0.3 1.0 -0.5
H 7.1318 -0.1276 -2.3518 -0.2 -0.3 0.3
H 5.9800 1.7878 -1.4644 -0.7 -0.9 0.5
H 4.7656 0.6353 -2.1021 0.1 0.2 -0.3
H 5.9675 0.4062 1.4078 1.1 -0.8 0.6
H 5.9841 2.0696 0.7126 0.1 -0.6 0.1
H 3.6447 0.9119 2.3542 0.5 0.6 -0.4
H 3.8371 2.4856 1.4060 -0.4 -0.3 0.4
H 4.8703 2.1864 2.7899 -0.2 -0.2 0.2
```
Forces are in eV/Å.

Here are the Mulliken charges for atoms 1 to 99, given in e: -0.65 0.16 -0.01 -0.31 -0.73 -0.72 -0.21 0.50 0.12 0.44 0.55 -0.33 0.32 0.35 0.05 0.19 0.32 -1.62 0.32 -0.14 -0.45 -0.61 0.10 0.40 0.29 0.45 0.12 0.47 -0.11 0.21 0.25 0.25 -0.40 0.29 -0.84 1.95 -0.94 -0.36 -0.36 -0.19 -0.35 0.54 0.13 -0.74 0.36 0.19 0.31 0.16 0.06 -0.18 0.19 -1.52 0.39 0.81 -0.40 -0.77 0.02 0.17 0.43 0.37 -0.11 -0.15 -0.22 0.35 0.31 0.26 -0.04 -0.21 -0.44 0.44 -0.51 -0.42 -0.70 -0.56 -0.09 0.43 -0.10 0.21 -0.14 0.47 0.26 0.32 0.27 0.25 0.23 0.70 0.32 -0.31 -0.60 0.18 1.68 -0.28 0.54 -1.30 0.30 -0.16 0.04 0.08 -0.01



Computed, not measured: a structure of composition C31H23AlF6N3O5S2Sb, with ωB97M-V with the def2-TZVPD basis set.

Output
2S+1: 2
Relative energy (zero: lowest compared OMol25 entry of this formula, charge and spin): 0.000 eV
Net charge: +1
Frontier orbital gap (spin up / spin down): 7.1 / 5.0 eV
E_tot: -3613.952184 Eh

Geometry as XYZ:
```
72
Properties=species:S:1:pos:R:3:forces:R:3
Al -0.0211 -0.6797 0.2382 0.1 -0.2 0.4
O 0.9018 1.9108 0.9796 0.2 -0.2 0.0
C -0.0256 2.8627 0.4902 -0.1 0.0 0.0
C -1.2430 2.0225 0.0679 0.0 0.0 0.1
O -2.3299 2.4839 -0.1265 0.0 0.0 -0.1
O -0.9889 0.7237 -0.0934 -0.2 0.2 -0.4
C -0.4095 3.8523 1.5935 0.0 0.0 0.0
C 0.1809 3.7649 2.8499 0.0 0.0 0.0
C -0.1380 4.6781 3.8487 0.0 0.0 0.0
C -1.0543 5.6854 3.6031 0.0 0.0 0.0
C -1.6515 5.7738 2.3524 0.0 0.0 0.0
C -1.3313 4.8690 1.3549 0.0 0.0 0.0
C 0.5028 3.5856 -0.7629 0.0 0.0 0.0
C -0.3626 4.1095 -1.7210 0.0 0.0 0.0
C 0.1349 4.7985 -2.8177 0.0 0.0 0.0
C 1.5004 4.9743 -2.9764 0.0 0.0 0.0
C 2.3666 4.4542 -2.0284 0.0 0.0 0.0
C 1.8717 3.7657 -0.9309 0.0 0.0 0.0
H 1.7323 2.3428 1.2090 0.1 0.0 -0.1
H 0.8939 2.9815 3.0721 0.0 0.0 0.0
H 0.3397 4.5991 4.8168 0.0 0.0 0.0
H -1.3008 6.4004 4.3767 0.0 0.0 0.0
H -2.3698 6.5571 2.1492 0.0 0.0 0.0
H -1.8099 4.9515 0.3907 0.0 0.0 0.0
H -1.4309 3.9762 -1.6236 0.0 0.0 0.0
H -0.5537 5.1983 -3.5505 0.0 0.0 0.0
H 1.8865 5.5096 -3.8335 0.0 0.0 0.0
H 3.4356 4.5813 -2.1375 0.0 0.0 0.0
H 2.5830 3.3762 -0.2187 0.0 0.0 0.0
C -0.2941 -0.1411 4.3873 0.0 0.0 0.0
C 0.1071 -1.3818 4.8556 0.0 0.0 0.0
C 0.5221 -2.3543 3.9581 0.0 0.0 0.0
C 0.5275 -2.0586 2.6103 0.0 0.0 0.0
N 0.1323 -0.8510 2.1636 -0.1 0.1 0.0
C -0.2728 0.0889 3.0278 0.0 0.0 0.0
C 0.9194 -3.0114 1.5451 0.0 0.0 0.0
C 1.4823 -4.2485 1.7789 0.0 0.0 0.0
C 1.7954 -5.0526 0.6934 0.0 0.0 0.0
C 1.5430 -4.5970 -0.5889 0.0 0.0 0.0
C 0.9969 -3.3383 -0.7443 0.0 0.0 0.0
N 0.6902 -2.5693 0.2998 0.0 0.1 0.1
H -0.6256 0.6399 5.0555 0.0 0.0 0.0
H 0.0901 -1.5977 5.9153 0.0 0.0 0.0
H 0.8199 -3.3311 4.3068 0.0 0.0 0.0
H -0.5691 1.0401 2.6079 0.0 -0.1 0.0
H 1.6821 -4.5840 2.7851 0.0 0.0 0.0
H 2.2426 -6.0246 0.8511 0.0 0.0 0.0
H 1.7899 -5.1866 -1.4591 0.0 0.0 0.0
H 0.8210 -2.9170 -1.7257 0.0 0.0 0.0
O -1.8344 -3.7752 1.3430 0.0 0.0 0.0
S -2.7492 -2.7705 0.8980 0.1 0.0 -0.2
O -3.5375 -2.0484 1.8350 0.0 0.0 0.1
N -1.8648 -1.6445 -0.0413 0.2 -0.4 -0.1
C -2.2858 -1.6342 -1.2696 -0.1 0.5 0.0
S -1.6502 -0.4735 -2.3655 -0.1 -0.1 0.0
C -3.3383 -2.6087 -1.6061 0.0 -0.1 0.0
C -3.9264 -2.8719 -2.8306 0.0 0.0 0.0
C -4.8741 -3.8862 -2.8881 0.0 0.0 0.0
C -5.2257 -4.6034 -1.7495 0.0 0.0 0.0
C -4.6406 -4.3332 -0.5148 0.0 0.1 0.0
C -3.6963 -3.3327 -0.4800 0.0 -0.1 0.0
H -3.6645 -2.3030 -3.7135 0.0 0.0 0.0
H -5.3478 -4.1207 -3.8312 0.0 0.0 0.0
H -5.9704 -5.3842 -1.8225 0.0 0.0 0.0
H -4.9194 -4.8828 0.3737 0.0 0.0 0.0
F 1.4060 -0.3227 -0.7741 -0.1 0.3 0.1
Sb 3.5374 -0.3017 -0.5786 -0.1 -0.1 0.0
F 3.3639 0.5612 -2.2148 0.2 0.0 0.0
F 3.3372 -1.9773 -1.4038 0.0 0.0 0.1
F 3.0229 -1.0102 1.0921 0.0 -0.1 0.0
F 5.3592 -0.5873 -0.3802 0.0 0.1 -0.1
F 3.6458 1.3724 0.2633 -0.2 0.0 0.0
```
Forces are in eV/Å.

Mulliken charges in e: -0.60 0.08 2.45 -0.31 -0.57 -0.05 0.08 -0.07 -1.20 -0.51 -0.97 -0.37 0.25 -0.30 -1.07 -0.49 -1.23 -0.14 0.29 0.51 0.42 0.41 0.42 0.36 0.46 0.43 0.43 0.45 0.22 -1.14 -0.69 -1.24 1.98 0.90 -0.26 -0.11 -0.94 -0.84 -0.97 -0.33 0.86 0.56 0.46 0.49 0.69 0.47 0.48 0.52 0.61 -0.58 1.02 -0.64 0.66 0.96 -0.09 0.37 -0.85 -0.63 -0.59 -0.77 0.33 0.46 0.43 0.42 0.51 -0.37 2.24 -0.54 -0.55 -0.64 -0.51 -0.50



Computed, not measured: the molecule C6H12, with ωB97M-V with the def2-TZVPD basis set.

Output
Relative energy (zero: lowest compared OMol25 entry of this formula, charge and spin): 1.270 eV
Frontier orbital gap: 10.3 eV
E_tot: -235.771564 Eh
SMILES string: C=C(CC)CC

Geometry as XYZ:
```
18
Properties=species:S:1:pos:R:3:forces:R:3
C -0.5591 -1.5578 -1.4380 0.1 0.4 -0.1
C -0.0019 -1.2254 -0.0514 -0.2 0.5 -0.4
C 0.6263 0.1375 0.0089 1.5 -0.5 0.6
C 1.9578 0.2384 0.1966 -1.6 0.6 0.1
C -0.2624 1.3276 0.0980 -1.2 0.2 0.4
C -1.3289 1.1404 1.1789 -0.3 1.0 0.8
H -1.4678 -2.1508 -1.4013 0.5 -1.0 0.0
H 0.3186 -1.9498 -1.9453 -0.6 -0.6 -0.7
H -0.9365 -0.7347 -2.0441 0.4 0.7 0.3
H -0.8051 -1.2873 0.6745 0.0 -0.1 0.3
H 0.7830 -1.9463 0.1955 -0.4 -0.1 0.1
H 2.5826 -0.6298 0.3137 0.2 -0.1 -0.1
H 2.3404 1.2373 0.3716 0.5 -0.1 -0.1
H -0.8449 1.5381 -0.8129 0.7 0.1 -0.1
H 0.2661 2.2032 0.4720 0.4 0.1 -0.8
H -2.1477 0.4862 0.8878 0.1 -0.2 0.2
H -1.7768 2.1307 1.4317 0.2 -0.6 -0.3
H -0.8406 0.8245 2.1077 -0.3 -0.3 -0.1
```
Forces are in eV/Å.

Mulliken charges in e: -1.13 -0.58 0.65 -1.06 -0.34 -1.29 0.30 0.33 0.32 0.31 0.34 0.28 0.28 0.23 0.32 0.33 0.38 0.33



Computed, not measured: a structure of composition C16H14Cl2HgO5S, with ωB97M-V with the def2-TZVPD basis set.

Output
2S+1: 2
Relative energy (zero: lowest compared OMol25 entry of this formula, charge and spin): 0.352 eV
Net charge: -1
Frontier orbital gap (spin up / spin down): 6.0 / 7.7 eV
E_tot: -2466.305713 Eh

Geometry as XYZ:
```
39
Properties=species:S:1:pos:R:3:forces:R:3
Hg -1.6663 0.8899 -2.5449 0.0 0.1 -0.1
Cl -3.3162 -2.1736 -3.1735 0.0 -0.1 0.0
C -1.7989 -2.5191 -4.0494 0.0 0.1 0.0
Cl -0.4186 -2.5007 -2.9054 0.0 0.0 0.0
C -1.6101 -1.4941 -5.2216 0.0 0.0 0.0
O -1.8356 -1.9886 -6.3289 0.0 0.0 0.0
O -1.2753 -0.3345 -4.9013 0.0 0.1 0.2
H -1.8767 -3.5329 -4.4184 0.0 0.0 -0.1
C 1.2775 2.3372 -2.3081 -0.1 0.0 0.0
O 0.4402 3.2953 -1.6739 0.1 0.1 0.0
C -0.9041 3.1452 -1.8615 -0.1 -0.2 0.0
O -1.6527 3.9593 -1.4098 0.0 0.0 0.0
H 2.2950 2.6195 -2.0471 0.0 0.0 0.0
H 1.1473 2.3576 -3.3907 0.0 0.0 0.0
H 1.0709 1.3294 -1.9399 0.0 0.0 0.0
O -2.0898 -0.8409 0.6306 -0.1 0.0 0.1
S -0.6259 -0.7982 0.4038 -0.1 0.0 -0.1
C 0.1273 -1.7468 1.7331 0.0 0.0 0.0
C -0.4675 -1.7752 2.9858 0.0 0.0 0.0
C 0.1146 -2.5272 3.9909 0.0 0.0 0.0
C 1.2788 -3.2471 3.7399 0.0 0.0 0.0
C 1.8561 -3.2253 2.4805 0.0 0.0 0.0
C 1.2718 -2.4773 1.4642 0.0 0.0 0.0
C -0.0745 0.8169 0.9769 0.1 0.0 0.0
C 1.2805 1.1181 1.0461 0.0 0.0 0.0
C 1.6695 2.3893 1.4294 0.0 0.0 0.0
C 0.7089 3.3505 1.7251 0.0 0.0 0.0
C -0.6368 3.0407 1.6371 0.0 0.0 0.0
C -1.0385 1.7654 1.2594 0.0 0.0 0.0
H -1.3828 -1.2189 3.1462 0.0 0.0 0.0
H -0.3372 -2.5583 4.9744 0.0 0.0 0.0
H 1.7286 -3.8368 4.5288 0.0 0.0 0.0
H 2.7504 -3.8018 2.2814 0.0 0.0 0.0
H 1.6949 -2.4709 0.4665 0.0 0.0 0.0
H 2.0223 0.3658 0.8032 0.0 0.0 0.0
H 2.7221 2.6365 1.4864 0.0 0.0 0.0
H 1.0157 4.3506 2.0029 0.0 0.0 0.0
H -1.3828 3.8004 1.8281 0.0 0.0 0.0
H -2.0823 1.5004 1.1537 0.0 0.0 0.0
```
Forces are in eV/Å.

Mulliken charges in e: 0.41 -0.17 -0.11 -0.14 0.46 -0.69 -0.62 0.34 -0.57 -0.17 0.16 -0.49 0.23 0.30 0.20 -0.67 0.64 -0.05 -0.36 -0.64 -0.35 -0.64 -0.04 0.43 -0.71 -0.61 -0.34 -0.52 -0.19 0.43 0.36 0.37 0.37 0.43 0.38 0.39 0.37 0.37 0.46



What is the E_tot in the third record? -235.771564 Eh